No. 1
DFT (ωB97M-V/def2-TZVPD) results for a structure of composition C37H37FN7O5PRe.

Last column: Mulliken spin population.
Geometry (Å):
H  1.58  0.31  5.95  0.000
H  0.10  -3.06  -1.08  -0.005
C  -2.47  1.62  -0.38  0.004
C  1.28  -0.85  -3.40  -0.048
H  3.00  1.73  -1.12  0.003
C  2.91  1.10  -2.00  0.000
N  0.04  -0.04  2.35  0.036
H  -0.96  4.52  1.54  -0.001
O  -4.28  0.55  -1.43  0.001
H  -0.90  0.62  -4.12  -0.001
H  -0.57  -3.40  -4.65  0.000
H  1.36  -3.53  -6.18  0.000
N  -0.99  0.79  4.04  0.000
C  -1.44  3.72  1.01  0.003
H  -3.17  -6.30  -0.13  0.000
C  -2.78  3.75  0.65  0.000
C  0.26  -2.71  -4.54  0.001
F  4.50  -4.75  1.12  0.000
H  0.79  4.51  5.42  0.000
C  1.34  -2.78  -5.40  0.001
C  -3.07  -3.68  -0.09  0.013
H  -0.63  -1.69  -2.88  -0.008
C  -1.25  3.95  -3.68  -0.002
C  -2.20  -1.63  0.76  0.033
N  -1.03  -1.81  0.12  0.003
C  0.23  -1.75  -3.53  0.046
H  -4.86  -6.50  -0.48  0.000
H  1.99  -0.08  3.25  0.002
O  -5.36  -4.03  -0.41  0.003
C  -3.29  2.69  -0.08  -0.001
C  -1.85  -3.89  -0.72  -0.004
H  -0.02  5.17  -2.40  0.000
N  -1.19  1.54  0.02  0.018
H  -2.25  2.51  -4.92  0.000
H  0.97  -2.35  2.32  -0.002
C  -0.86  -2.94  -0.59  0.035
H  -4.17  -2.34  1.19  0.000
H  0.08  3.42  4.25  -0.001
H  -1.67  -4.76  -1.33  -0.001
P  1.23  0.41  -2.11  0.007
C  0.28  1.81  -2.77  0.015
H  -0.02  0.97  6.35  0.000
H  4.50  -3.30  -1.00  0.000
C  1.42  2.46  5.66  0.000
O  1.34  1.43  0.55  0.038
C  3.64  -3.77  0.90  0.003
H  -4.31  2.68  -0.42  0.000
C  0.83  1.05  5.67  0.000
C  0.94  0.14  3.30  -0.003
H  -2.30  -0.72  1.35  0.004
H  -0.51  3.43  5.92  0.000
N  -1.14  0.39  2.85  0.014
C  -2.97  0.51  -1.27  0.009
C  2.65  -3.52  1.84  -0.005
H  3.12  3.54  4.88  0.000
H  3.23  -1.93  -5.95  0.000
C  2.39  -1.88  -5.27  0.001
C  2.83  -2.03  -0.49  -0.004
C  -1.48  2.67  -4.17  0.002
C  0.53  3.10  -2.31  0.000
N  0.31  0.64  4.35  0.003
Re  0.43  -0.23  0.14  0.768
C  0.76  2.54  1.01  0.000
H  -3.40  4.60  0.91  0.000
N  -4.06  -5.89  -0.34  0.000
C  -0.24  4.17  -2.76  0.001
H  2.91  -1.51  -1.44  -0.011
H  -1.84  4.79  -4.04  0.000
C  2.36  -0.92  -4.27  0.002
H  1.74  2.62  6.70  0.000
C  1.76  -2.50  1.60  0.011
H  3.10  1.70  -2.89  -0.001
H  3.41  1.82  5.04  0.000
C  -0.70  2.60  0.68  0.001
C  1.82  -1.68  0.44  -0.025
C  -0.72  1.60  -3.72  0.005
H  2.41  2.45  3.71  0.001
C  2.66  2.56  4.77  -0.001
O  -2.24  -0.29  -1.79  0.004
C  -3.23  -2.53  0.68  -0.002
H  1.34  3.29  -1.61  0.001
C  3.74  -3.05  -0.28  -0.002
H  2.59  -4.14  2.72  0.000
H  3.19  -0.22  -4.20  0.000
C  0.38  3.51  5.30  0.001
C  -4.28  -4.56  -0.29  -0.002
H  3.66  0.31  -1.94  -0.002
O  1.35  3.41  1.58  0.032
H  -4.55  -0.17  -2.02  0.000

energy relative to the best compared isomer or geometry (same formula, charge and spin) = 26.2 kJ/mol
<S²> = 1.205
multiplicity = 2
total energy = -73762.32644 eV
net charge = +2
Kohn-Sham gap (spin up / spin down) = 6.767 / 7.047 eV
molar mass = 895.93 g/mol

No. 2
DFT (ωB97M-V/def2-TZVPD) results for a cluster of 2 separate species, C37H38BF3O2 in total.

Last column: Löwdin charge in e.
Geometry (Å):
H  -1.14  -6.32  -2.52  0.115
C  2.89  0.38  4.47  -0.169
H  -0.74  3.80  2.60  0.113
C  -0.28  -2.28  1.98  -0.473
H  -1.92  -0.97  1.45  0.118
H  -5.93  1.66  -1.78  0.112
C  0.36  -3.27  -2.92  -0.026
F  -0.18  5.78  1.27  0.115
C  1.40  -3.25  0.13  -0.008
C  2.10  3.25  -3.67  -0.051
H  1.38  0.90  -1.31  0.092
H  -0.61  1.38  3.25  0.124
C  -0.29  2.99  -3.40  -0.013
C  -1.85  -3.02  -1.98  -0.025
C  1.24  -2.64  1.50  -0.459
C  0.80  3.62  -3.99  -0.061
H  2.51  3.23  -0.14  0.114
H  -2.23  -0.49  -1.27  0.097
F  1.96  5.70  0.74  0.114
C  0.77  5.03  0.65  -0.517
H  1.75  -3.36  3.52  0.093
H  -2.06  -3.18  2.76  0.090
C  0.85  3.62  1.15  -0.161
O  -0.05  -1.28  2.94  0.027
H  -2.91  -4.84  -1.55  0.115
H  1.13  -2.54  -0.65  0.045
H  2.99  -3.64  2.27  0.098
H  0.80  -4.15  0.03  0.093
H  1.36  -1.19  4.76  0.122
H  -0.53  -0.88  0.38  0.068
C  1.98  -0.69  3.99  -0.173
H  -1.31  3.24  -3.72  0.126
H  2.93  0.60  5.54  0.092
C  -3.79  1.43  -1.80  -0.013
C  -2.00  -4.41  -1.98  -0.054
H  -1.53  3.87  -1.03  0.106
H  2.45  -3.52  -0.02  0.101
C  1.06  0.95  1.97  -0.059
C  -2.52  2.04  -1.63  -0.152
H  3.84  -1.55  4.87  0.092
C  -0.01  3.13  2.13  -0.010
C  -1.28  1.28  -1.87  -0.019
C  -4.91  3.50  -1.25  -0.056
H  3.04  1.23  3.80  0.088
C  -2.49  3.39  -1.22  -0.002
C  1.21  1.64  -2.09  -0.039
H  2.70  0.85  0.53  0.120
C  -3.67  4.12  -1.04  -0.046
C  3.44  -0.94  4.06  -0.169
H  0.62  4.44  -4.69  0.113
C  -0.59  -2.43  -2.28  -0.214
C  -0.28  -1.05  -1.91  0.068
H  1.29  -2.83  -3.28  0.127
C  -0.11  1.98  -2.43  -0.156
C  1.93  1.47  1.00  -0.040
F  0.45  5.03  -0.70  0.078
H  -1.16  -4.21  1.65  0.083
H  0.93  -5.28  -3.47  0.113
C  -1.15  -1.58  0.95  -0.015
C  -1.01  -5.23  -2.51  -0.054
H  3.32  2.00  -2.39  0.121
H  -0.54  -3.98  3.30  0.083
C  2.31  2.27  -2.70  -0.056
C  1.83  2.81  0.61  -0.045
H  2.95  3.74  -4.14  0.113
O  1.90  -1.39  1.52  0.052
H  0.73  -0.71  -2.17  0.124
H  -5.84  4.06  -1.07  0.111
H  -2.69  -2.39  -1.67  0.110
C  -1.29  -0.11  -1.66  -0.025
H  -3.85  0.38  -2.10  0.111
C  -1.05  -3.49  2.47  -0.012
C  0.08  1.78  2.50  -0.011
B  1.17  -0.62  2.48  -0.833
H  -3.62  5.16  -0.70  0.117
H  1.51  -4.64  2.29  0.084
C  1.90  -3.62  2.47  -0.016
H  4.00  -1.00  3.12  0.097
C  0.16  -4.65  -3.02  -0.063
C  -4.97  2.16  -1.63  -0.064
H  -1.65  -2.29  0.28  0.062

energy relative to the best compared isomer or geometry (same formula, charge and spin) = 0.0 kJ/mol
total energy = -51907.49960 eV
net charge = 0
Kohn-Sham gap = 3.181 eV
molar mass = 582.51 g/mol

No. 3
DFT (ωB97M-V/def2-TZVPD) results for a structure of composition C37H38BrNNaOSi.

Last column: Löwdin charge in e.
Geometry (Å):
H  4.44  -4.01  1.43  0.098
C  0.21  0.70  -2.12  -0.258
H  -5.28  3.93  0.01  0.099
H  2.12  -3.55  2.21  0.110
H  -1.43  2.05  -0.10  0.090
C  0.95  4.27  5.35  -0.112
H  2.10  2.45  5.64  0.081
H  -3.02  3.72  -0.98  0.110
H  3.86  -0.53  0.95  0.080
C  -0.61  -2.63  -4.65  -0.103
H  -1.48  -2.84  -4.04  0.089
C  -0.55  -3.15  -5.94  -0.108
H  1.09  1.27  -2.45  -0.039
H  0.91  4.50  6.41  0.090
C  0.38  5.09  4.43  -0.065
H  -2.40  -0.18  3.90  0.093
H  2.81  -1.20  -2.31  0.077
C  -1.79  0.35  1.92  -0.371
C  0.43  -1.86  -4.12  -0.223
H  0.52  3.97  -0.73  0.073
H  -0.13  6.00  4.75  0.100
C  -3.15  -3.29  -0.15  -0.106
O  -0.65  0.36  1.52  0.031
C  2.66  -2.80  1.64  -0.186
C  -2.13  -4.03  -0.73  -0.101
H  -0.69  1.16  -2.53  -0.043
H  -3.15  -1.18  2.64  0.074
H  5.52  -2.18  0.45  0.103
Br  2.64  1.23  3.11  0.764
C  0.53  4.17  0.34  -0.176
C  1.68  2.81  3.59  -0.591
C  1.09  3.62  2.57  -0.249
C  1.62  3.10  4.92  -0.169
C  3.75  -1.04  -0.01  -0.208
C  2.05  -1.66  -1.66  -0.234
Si  0.37  -1.06  -2.37  0.542
C  0.55  -2.90  -6.75  -0.121
N  2.32  -1.22  -0.28  -0.204
H  2.45  -1.91  -6.87  0.092
H  0.96  -1.49  1.34  0.096
H  -2.04  -0.19  -0.96  0.077
C  3.76  -3.43  0.80  -0.191
H  -1.43  -1.41  3.06  0.087
C  -4.96  2.38  1.45  -0.087
H  3.09  -2.10  2.37  0.099
C  1.14  3.25  1.19  -0.105
C  -2.08  -1.27  -0.92  -0.087
C  -4.07  1.44  1.95  -0.037
C  4.53  -2.36  0.01  -0.173
C  1.52  -1.61  -4.96  -0.108
C  1.67  -2.07  0.73  -0.176
H  -0.32  -3.99  -1.87  0.104
Na  1.02  0.98  0.29  0.172
H  0.59  -3.30  -7.75  0.089
C  -4.58  3.20  0.39  -0.083
C  -3.32  3.08  -0.16  -0.053
C  -2.79  1.32  1.40  -0.150
H  -1.38  -3.75  -6.32  0.092
H  4.16  -0.36  -0.76  0.119
C  -1.05  -2.00  -1.51  -0.236
H  4.70  -2.70  -1.02  0.098
H  -0.65  6.57  2.45  0.094
H  2.34  -0.99  -4.61  0.093
C  -2.23  -0.68  2.94  0.000
H  -0.54  6.03  0.04  0.087
C  -2.42  2.14  0.33  -0.004
H  -2.14  -5.11  -0.66  0.092
C  -0.09  5.36  0.77  -0.118
C  0.43  4.80  3.05  -0.188
C  -0.16  5.67  2.10  -0.081
H  -5.94  2.47  1.89  0.097
H  -3.96  -3.78  0.37  0.091
H  -4.36  0.81  2.78  0.105
H  3.30  -4.15  0.11  0.103
C  1.59  -2.12  -6.25  -0.109
C  -3.13  -1.90  -0.25  -0.098
H  2.17  -2.75  -1.78  0.087
C  -1.10  -3.39  -1.41  -0.124
H  1.07  -2.83  0.21  0.104
H  -3.92  -1.31  0.20  0.096

energy relative to the best compared isomer or geometry (same formula, charge and spin) = 0.0 kJ/mol
total energy = -124861.31219 eV
net charge = -1
Kohn-Sham gap = 5.824 eV
molar mass = 643.70 g/mol

What are the largest force on an atom values for these records? In order: 0.45, 4.40, 0.60 eV/Å.